Entry 1:
Computed, not measured: C21H22AuN4O as an isolated structure, with ωB97M-V/def2-TZVPD.

Values from the calculation:
* strongest force on any atom: 1.62 eV/A
* total energy: -1243.1556 hartree
* charge: +1

Each line ends with the Löwdin charge.
Element x y z (Å)
Au: -0.02 0.12 -0.61  1.296
O: -1.32 3.99 -1.28  0.079
C: -1.17 2.79 -1.09  -0.510
N: -0.02 2.13 -0.99  -0.117
C: 1.23 2.82 -1.15  -0.146
C: 2.35 1.83 -1.01  -0.232
C: 3.67 2.25 -0.98  0.006
C: 4.68 1.31 -0.87  -0.020
C: 4.36 -0.04 -0.80  -0.030
C: 3.03 -0.39 -0.82  -0.095
N: 2.05 0.52 -0.92  -0.002
C: -2.35 1.86 -0.99  -0.172
C: -3.64 2.35 -0.96  0.031
C: -4.70 1.46 -0.85  -0.011
C: -4.43 0.09 -0.79  -0.026
C: -3.12 -0.33 -0.83  -0.094
N: -2.11 0.54 -0.93  0.002
H: 1.34 3.63 -0.42  0.141
H: 1.29 3.29 -2.13  0.147
H: 3.90 3.31 -1.04  0.132
H: 5.72 1.63 -0.85  0.124
H: 5.12 -0.80 -0.72  0.120
H: 2.72 -1.43 -0.76  0.116
H: -3.78 3.42 -1.03  0.133
H: -5.72 1.82 -0.80  0.124
H: -5.23 -0.63 -0.71  0.119
H: -2.86 -1.38 -0.81  0.120
C: -1.26 0.57 2.33  -0.085
N: -0.06 -0.12 1.85  -0.330
C: 1.15 0.56 2.33  -0.088
C: -0.06 -1.56 2.17  -0.146
C: -0.05 -2.43 0.93  -0.226
C: -0.08 -3.81 1.06  -0.039
C: -0.06 -4.64 -0.06  -0.070
C: 0.01 -4.08 -1.33  -0.080
C: 0.04 -2.70 -1.48  -0.125
C: 0.01 -1.88 -0.36  -0.273
H: -1.31 0.59 3.42  0.099
H: -2.15 0.07 1.94  0.082
H: -1.27 1.60 1.96  0.084
H: 1.17 0.60 3.43  0.099
H: 1.17 1.58 1.95  0.082
H: 2.03 0.04 1.98  0.082
H: -0.95 -1.80 2.77  0.130
H: 0.80 -1.79 2.79  0.131
H: -0.13 -4.25 2.05  0.121
H: -0.08 -5.71 0.07  0.110
H: 0.03 -4.72 -2.21  0.109
H: 0.08 -2.27 -2.47  0.099



Entry 2:
Computed, not measured: C21H22BN6O2S2TeW as an isolated structure, with ωB97M-V/def2-TZVPD.

Values from the calculation:
* strongest force on any atom: 0.16 eV/A
* total energy: -2448.7359 hartree
* spin multiplicity: 3
* charge: +1

Each line ends with the Löwdin charge.
Element x y z (Å)
W: -0.11 0.36 -0.28  0.599
C: 3.28 -2.59 -0.87  -0.007
N: 3.52 -1.72 0.27  -0.108
C: 4.18 -2.08 1.43  -0.015
C: 4.15 -1.00 2.25  -0.025
N: 3.47 0.00 1.60  -0.018
B: 3.18 1.41 2.18  -0.409
N: 1.75 1.40 2.89  0.017
C: 1.44 2.43 3.75  -0.038
C: 0.18 2.25 4.21  -0.023
N: -0.28 1.09 3.63  -0.135
C: -1.63 0.56 3.78  -0.031
C: 0.68 0.61 2.81  -0.680
S: 0.41 -0.81 1.82  0.659
C: 3.09 -0.46 0.41  -0.705
S: 2.22 0.41 -0.83  0.690
H: 4.01 -3.40 -0.84  0.099
H: 3.40 -2.03 -1.79  0.080
H: 2.27 -3.01 -0.82  0.098
H: 4.62 -3.05 1.55  0.131
H: 4.56 -0.86 3.23  0.133
H: 3.98 1.63 3.05  0.083
H: 3.16 2.23 1.31  0.073
H: 2.16 3.20 3.97  0.135
H: -0.41 2.81 4.91  0.133
H: -2.07 1.01 4.66  0.101
H: -1.59 -0.52 3.91  0.085
H: -2.23 0.80 2.90  0.070
O: 3.35 1.50 -7.47  0.130
C: 3.27 2.11 -6.27  -0.479
O: 3.97 3.05 -6.02  0.145
C: 2.28 1.56 -5.29  -0.122
C: 1.81 2.42 -4.30  0.018
C: 0.92 1.97 -3.34  -0.051
C: 0.51 0.64 -3.35  -0.347
C: 0.99 -0.23 -4.32  -0.020
C: 1.86 0.23 -5.29  -0.009
N: -0.37 0.16 -2.33  -0.172
C: -1.46 -0.50 -2.74  -0.076
C: -2.27 -1.07 -1.76  -0.262
C: -3.46 -1.77 -2.03  0.002
C: -4.18 -2.29 -0.99  -0.033
C: -3.71 -2.11 0.33  -0.035
C: -2.55 -1.42 0.54  -0.142
N: -1.81 -0.89 -0.48  -0.114
H: 2.64 0.86 -7.59  0.102
H: 2.15 3.45 -4.30  0.133
H: 0.55 2.64 -2.58  0.072
H: 0.70 -1.27 -4.30  0.122
H: 2.25 -0.47 -6.02  0.122
H: -1.69 -0.58 -3.80  0.144
H: -3.78 -1.88 -3.05  0.127
H: -5.09 -2.84 -1.17  0.120
H: -4.25 -2.50 1.17  0.116
H: -2.16 -1.26 1.53  0.048
Te: -0.96 2.58 0.25  0.468



Entry 3:
Computed, not measured: one molecule with the formula C21H22Cl2N4O2, with ωB97M-V/def2-TZVPD.

Values from the calculation:
* strongest force on any atom: 0.54 eV/A
* total energy: -2103.3810 hartree
* charge: 0
* structure (SMILES): CC(C)Nc1cc(-c2c[nH]c(C(=O)N[C@H](CO)c3cccc(Cl)c3)c2)c(Cl)cn1

Each line ends with the Löwdin charge.
Element x y z (Å)
C: -7.69 -0.76 0.59  -0.057
H: -7.71 -1.16 1.60  0.075
H: -8.69 -0.81 0.18  0.075
H: -7.38 0.28 0.63  0.074
C: -6.71 -1.55 -0.28  -0.440
N: -5.36 -1.45 0.23  0.053
C: -4.47 -0.52 -0.20  -0.323
N: -4.79 0.20 -1.27  0.118
C: -3.92 1.08 -1.72  -0.166
C: -2.68 1.29 -1.15  -0.588
C: -2.31 0.55 -0.02  -0.191
C: -3.24 -0.37 0.45  0.040
H: -3.00 -0.98 1.31  0.115
C: -1.03 0.71 0.66  -0.198
C: -0.83 0.67 2.03  -0.038
N: 0.48 0.84 2.28  0.099
C: 1.16 0.98 1.10  -0.172
C: 0.24 0.90 0.07  0.001
H: 0.44 0.95 -0.98  0.090
C: 2.61 1.17 1.16  -0.423
O: 3.21 1.20 2.22  0.068
N: 3.23 1.30 -0.04  0.114
H: 2.69 1.36 -0.88  0.140
C: 4.65 1.53 -0.13  -0.261
C: 5.44 0.24 -0.09  -0.178
C: 6.66 0.18 0.59  -0.028
C: 7.39 -0.99 0.61  -0.071
C: 6.92 -2.12 -0.04  -0.109
C: 5.71 -2.06 -0.71  -0.664
C: 4.97 -0.89 -0.74  -0.054
H: 4.02 -0.86 -1.26  0.113
Cl: 5.11 -3.46 -1.53  0.674
H: 7.48 -3.04 -0.03  0.103
H: 8.33 -1.03 1.13  0.106
H: 7.03 1.05 1.11  0.116
H: 4.93 2.14 0.75  0.152
C: 4.96 2.30 -1.42  -0.210
O: 4.16 3.44 -1.58  -0.043
H: 4.30 4.03 -0.83  0.098
H: 6.03 2.55 -1.45  0.131
H: 4.73 1.66 -2.28  0.131
H: 0.94 0.88 3.17  0.164
H: -1.55 0.57 2.82  0.127
Cl: -1.65 2.52 -1.80  0.700
H: -4.23 1.65 -2.59  0.107
H: -5.18 -1.89 1.12  0.141
C: -7.11 -3.02 -0.36  -0.063
H: -8.10 -3.12 -0.80  0.076
H: -6.40 -3.57 -0.97  0.077
H: -7.13 -3.47 0.63  0.074
H: -6.69 -1.11 -1.28  0.127